No. 1
{"formula": "C16H44ClN3O3Ti", "method": "ωB97M-V/def2-TZVPD", "gap_ev": [4.5, 4.8], "spin_multiplicity": 4, "energy_ev": -63524.794, "lumo_energy_ev": [-7.92, -7.55], "total_charge": 3, "e_above_lowest_kcal_mol": 110.8, "s2": 3.75, "elements": ["Ti", "Cl", "C", "C", "N", "C", "C", "C", "C", "C", "O", "C", "H", "H", "H", "H", "H", "H", "H", "H", "H", "H", "H", "H", "H", "H", "H", "H", "H", "H", "H", "H", "C", "C", "C", "O", "C", "N", "H", "H", "H", "H", "H", "H", "H", "H", "H", "H", "H", "H", "C", "C", "C", "O", "C", "N", "H", "H", "H", "H", "H", "H", "H", "H", "H", "H", "H", "H"], "xyz": [[-8.95, 20.60, 13.83], [-9.20, 16.48, 16.18], [-3.31, 18.38, 25.10], [-4.19, 17.67, 24.01], [-3.34, 17.12, 22.82], [-4.32, 16.53, 21.84], [-2.46, 18.17, 22.07], [-3.31, 19.38, 21.57], [-2.41, 15.95, 23.26], [-2.91, 14.76, 23.96], [-3.39, 14.97, 25.26], [-3.93, 13.94, 26.00], [-2.82, 19.24, 24.66], [-2.56, 17.69, 25.50], [-3.97, 18.80, 25.86], [-4.94, 18.38, 23.64], [-4.77, 16.82, 24.34], [-5.17, 17.19, 21.66], [-4.75, 15.65, 22.31], [-3.92, 16.26, 20.86], [-1.99, 17.62, 21.25], [-1.77, 18.50, 22.85], [-2.74, 20.18, 21.09], [-3.70, 19.99, 22.38], [-4.11, 19.07, 20.91], [-1.50, 16.35, 23.72], [-1.99, 15.62, 22.31], [-2.01, 14.19, 24.18], [-3.55, 14.09, 23.38], [-4.75, 13.45, 25.47], [-4.20, 14.38, 26.96], [-3.30, 13.09, 26.25], [-17.72, 15.10, 18.15], [-16.38, 15.58, 17.41], [-16.64, 16.21, 16.08], [-17.11, 17.51, 16.13], [-17.10, 18.24, 14.86], [-15.64, 16.54, 18.32], [-15.34, 16.18, 19.22], [-14.79, 16.74, 17.80], [-16.10, 17.44, 18.41], [-17.48, 14.59, 19.09], [-18.26, 14.45, 17.46], [-18.34, 15.89, 18.56], [-15.67, 14.75, 17.39], [-17.26, 15.62, 15.40], [-15.69, 16.01, 15.58], [-17.66, 19.18, 14.77], [-17.60, 17.64, 14.10], [-16.07, 18.44, 14.55], [-5.49, 11.08, 12.69], [-5.02, 11.94, 11.48], [-5.91, 11.89, 10.26], [-5.41, 12.60, 9.19], [-6.40, 13.14, 8.28], [-4.89, 13.44, 11.89], [-5.81, 13.80, 12.07], [-4.33, 13.55, 12.73], [-4.54, 14.02, 11.15], [-4.65, 10.76, 13.32], [-6.01, 10.19, 12.35], [-6.19, 11.60, 13.35], [-3.97, 11.76, 11.27], [-6.93, 12.01, 10.63], [-6.04, 10.88, 9.87], [-6.85, 12.41, 7.60], [-6.01, 13.91, 7.62], [-7.15, 13.64, 8.89]]}

---

No. 2
{"formula": "C2H6N4O2", "method": "ωB97M-V/def2-TZVPD", "smiles": "[H]/N=C(/NN)O/C=N\\O", "gap_ev": 9.8, "energy_ev": -12220.667, "lumo_energy_ev": 0.30, "total_charge": 0, "e_above_lowest_kcal_mol": 138.0, "elements": ["H", "N", "C", "N", "N", "O", "C", "N", "O", "H", "H", "H", "H", "H"], "xyz": [[0.82, 1.36, -0.98], [-0.05, 1.66, -0.63], [-0.70, 0.62, -0.25], [-1.95, 0.54, 0.30], [-2.59, -0.77, 0.33], [-0.14, -0.75, -0.27], [1.21, -1.14, -0.44], [2.24, -0.68, 0.02], [2.04, 0.63, 0.80], [-2.76, 1.04, -0.25], [-2.23, -1.00, 1.31], [-1.93, -1.51, -0.24], [1.26, -2.37, -0.85], [2.95, 1.32, 0.72]]}

---

No. 3
{"formula": "C3H11N2", "method": "ωB97M-V/def2-TZVPD", "smiles": "CNCC[NH3+]", "gap_ev": 11.1, "energy_ev": -6262.697, "lumo_energy_ev": -3.40, "total_charge": 1, "e_above_lowest_kcal_mol": 20.4, "elements": ["C", "N", "C", "C", "N", "H", "H", "H", "H", "H", "H", "H", "H", "H", "H", "H"], "xyz": [[2.05, -0.59, 0.39], [0.84, -0.04, -0.20], [-0.32, -0.77, 0.37], [-1.62, 0.04, -0.09], [-1.16, 1.40, -0.45], [2.91, -0.09, -0.07], [2.20, -1.67, 0.32], [2.13, -0.31, 1.44], [0.91, -0.24, -1.20], [-0.26, -0.69, 1.46], [-0.33, -1.82, 0.10], [-2.47, 0.01, 0.59], [-1.99, -0.38, -1.02], [-0.08, 1.33, -0.39], [-1.42, 1.63, -1.41], [-1.39, 2.18, 0.17]]}

---

No. 4
{"formula": "C17H24F24N6O16S8", "method": "ωB97M-V/def2-TZVPD", "gap_ev": 7.6, "energy_ev": -211619.664, "lumo_energy_ev": 2.55, "total_charge": -2, "e_above_lowest_kcal_mol": 0.0, "elements": ["N", "H", "H", "H", "H", "C", "C", "C", "N", "C", "C", "C", "C", "C", "C", "H", "H", "H", "H", "H", "H", "H", "H", "H", "H", "H", "H", "H", "H", "H", "H", "H", "H", "H", "H", "C", "F", "F", "F", "S", "O", "O", "N", "S", "O", "O", "C", "F", "F", "F", "C", "F", "F", "F", "S", "O", "O", "N", "S", "O", "O", "C", "F", "F", "F", "C", "F", "F", "F", "S", "O", "O", "N", "S", "O", "O", "C", "F", "F", "F", "C", "F", "F", "F", "S", "O", "O", "N", "S", "O", "O", "C", "F", "F", "F"], "xyz": [[1.23, 2.44, -0.67], [1.20, 3.52, -0.34], [2.24, 2.02, -0.84], [0.57, 2.18, -1.45], [0.89, 2.03, 0.21], [0.56, -7.60, 3.28], [0.30, -6.09, 3.23], [0.55, -5.62, 1.83], [0.34, -4.18, 1.54], [1.22, -3.31, 2.40], [1.11, -1.86, 2.06], [1.41, -1.59, 0.60], [0.61, -2.48, -0.33], [0.70, -3.93, 0.06], [-1.08, -3.81, 1.74], [0.09, -8.22, 2.52], [0.24, -8.05, 4.22], [1.63, -7.83, 3.19], [0.90, -5.61, 4.00], [-0.69, -5.99, 3.68], [0.02, -6.22, 1.09], [1.61, -5.73, 1.58], [2.21, -3.77, 2.28], [0.93, -3.51, 3.43], [1.70, -1.24, 2.73], [0.08, -1.51, 2.24], [2.49, -1.76, 0.47], [1.30, -0.55, 0.31], [1.02, -2.43, -1.34], [-0.43, -2.15, -0.37], [1.71, -4.33, -0.04], [0.04, -4.66, -0.42], [-1.69, -4.54, 1.20], [-1.32, -2.85, 1.31], [-1.31, -3.79, 2.80], [-1.64, 0.97, -4.76], [-0.33, 0.90, -5.03], [-2.24, 1.47, -5.82], [-2.09, -0.26, -4.54], [-1.87, 2.13, -3.33], [-0.86, 1.74, -2.36], [-1.66, 3.45, -3.83], [-3.40, 1.72, -2.95], [-4.22, 3.07, -2.79], [-3.75, 3.99, -1.79], [-4.63, 3.65, -4.04], [-5.82, 2.40, -2.02], [-6.69, 3.40, -2.04], [-6.22, 1.31, -2.66], [-5.65, 2.07, -0.73], [-6.13, -2.05, 0.38], [-6.23, -2.34, -0.90], [-6.23, -0.77, 0.51], [-7.08, -2.69, 1.01], [-4.45, -2.63, 1.06], [-4.66, -2.91, 2.45], [-4.05, -3.74, 0.22], [-3.43, -1.36, 0.66], [-3.06, -0.50, 1.94], [-4.11, 0.33, 2.49], [-2.19, -1.17, 2.89], [-1.92, 0.76, 1.11], [-0.90, 0.14, 0.48], [-2.50, 1.54, 0.27], [-1.40, 1.46, 2.12], [1.97, 5.21, -2.51], [1.26, 4.13, -2.93], [3.10, 4.81, -1.92], [2.24, 5.94, -3.61], [0.90, 6.20, -1.34], [1.55, 7.47, -1.25], [-0.37, 6.18, -1.97], [0.98, 5.17, 0.02], [1.54, 6.08, 1.19], [2.87, 6.56, 0.94], [0.57, 7.00, 1.71], [1.77, 4.86, 2.60], [0.71, 4.03, 2.63], [2.84, 4.11, 2.49], [1.78, 5.49, 3.77], [4.69, 0.95, 1.49], [3.48, 1.20, 1.86], [5.58, 1.36, 2.36], [4.85, -0.34, 1.38], [5.05, 1.91, -0.11], [4.89, 3.29, 0.22], [6.38, 1.54, -0.49], [3.80, 1.32, -1.03], [4.38, 0.57, -2.31], [5.26, 1.33, -3.16], [4.75, -0.79, -2.01], [2.84, 0.39, -3.38], [1.83, -0.03, -2.60], [2.47, 1.50, -3.94], [3.07, -0.54, -4.29]]}